Record 1
The following is a quantum chemistry calculation of one molecule with the formula C12H14BNO in a non-equilibrium geometry, from OMol25.

Geometry (Å):
C: -4.590 -0.345 1.641
O: -4.297 0.446 0.475
C: -3.041 0.349 -0.029
C: -2.521 1.474 -0.767
C: -1.236 1.478 -1.188
C: -0.320 0.410 -0.974
N: 0.965 0.488 -1.499
C: 2.018 -0.354 -0.888
C: 3.381 -0.145 -1.460
C: 4.315 -0.306 -0.482
C: 3.774 -0.454 0.892
B: 3.002 0.542 1.728
C: 2.192 -0.324 0.719
C: -0.904 -0.724 -0.388
C: -2.190 -0.799 0.047
H: -3.686 -0.478 2.277
H: -4.941 -1.261 1.267
H: -5.344 0.194 2.168
H: -3.255 2.185 -0.875
H: -1.079 2.327 -1.868
H: 1.188 1.378 -1.808
H: 1.758 -1.437 -1.186
H: 3.628 0.036 -2.481
H: 5.382 -0.352 -0.593
H: 4.128 -1.310 1.382
H: 2.874 1.361 2.674
H: 1.477 -1.094 1.062
H: -0.207 -1.503 -0.376
H: -2.470 -1.781 0.531

Summary:
E_HOMO = -7.17 eV
SMILES = COc1ccc(N[C@H]2C=C[C@H]3B[C@H]32)cc1
LUMO = 0.25 eV
Total charge = 0

Record 2
The following is a quantum chemistry calculation of a 2-piece molecular cluster, C3H3N3O overall in a non-equilibrium geometry, from OMol25.

Geometry (Å):
N: 2.408 -1.017 0.801
C: 1.381 -0.604 0.293
C: 0.247 -0.316 -0.310
C: -0.994 -0.217 0.491
O: -1.030 0.296 1.585
H: 3.061 -0.311 1.136
H: 0.243 -0.094 -1.372
H: -1.895 -0.690 0.046
N: -1.136 1.335 -2.074
N: -1.880 1.413 -1.266

Summary:
E_HOMO = -9.60 eV
SMILES = N=C=CC=O.N#N
LUMO = 0.37 eV
Total charge = 0

Record 3
The following is a quantum chemistry calculation of one molecule with the formula C9H14Se in a non-equilibrium geometry, from OMol25.

Geometry (Å):
C: -2.192 0.024 0.141
C: -1.030 -0.935 0.245
C: -1.350 -2.393 0.133
C: 0.043 -0.548 -0.684
Se: 1.788 -1.207 0.006
C: 2.407 0.660 0.127
C: 1.618 1.180 1.222
C: 0.426 1.604 0.724
C: 0.382 1.280 -0.641
C: 1.810 1.239 -1.129
H: -2.961 -0.304 0.906
H: -2.779 -0.022 -0.781
H: -1.902 0.986 0.478
H: -0.523 -0.854 1.289
H: -1.994 -2.613 -0.798
H: -1.931 -2.657 0.971
H: -0.307 -2.917 0.126
H: -0.074 -0.825 -1.719
H: 3.468 0.604 0.392
H: 1.775 1.202 2.280
H: -0.318 1.866 1.337
H: -0.311 1.607 -1.318
H: 1.966 0.754 -2.080
H: 1.990 2.272 -1.227

Summary:
E_HOMO = -7.94 eV
SMILES = CC(C)[C@@H]1[Se][C@@H]2C=C[C@H]1C2
LUMO = 0.86 eV
Total charge = 0

Record 4
The following is a quantum chemistry calculation of one molecule with the formula C5H10O, from OMol25.

Geometry (Å):
C: -0.358 -1.517 1.475
C: -0.555 -0.580 0.316
C: 0.397 0.187 -0.229
C: 1.856 0.177 0.131
O: 0.175 1.123 -1.200
C: -1.164 1.402 -1.537
H: 0.568 -1.313 2.020
H: -0.345 -2.571 1.169
H: -1.181 -1.402 2.189
H: -1.568 -0.523 -0.073
H: 2.099 0.989 0.826
H: 2.157 -0.771 0.582
H: 2.449 0.331 -0.776
H: -1.615 0.584 -2.113
H: -1.148 2.309 -2.143
H: -1.768 1.574 -0.636

Summary:
E_HOMO = -8.37 eV
SMILES = C/C=C(\C)OC
LUMO = 1.08 eV
Total charge = 0

Record 5
The following is a quantum chemistry calculation of C41H36BIN8O2RuS as an isolated structure in a non-equilibrium geometry, from OMol25.

Geometry (Å):
Ru: 0.024 0.183 -0.967
C: 2.690 2.392 3.587
C: 2.444 1.486 2.429
C: 3.297 0.537 1.887
C: 2.651 0.067 0.737
N: 1.478 0.679 0.641
N: 1.331 1.530 1.658
B: 0.078 2.427 1.675
N: 0.063 3.162 0.326
N: 0.045 2.508 -0.851
C: 0.025 3.424 -1.830
C: 0.033 4.700 -1.247
C: 0.058 4.493 0.114
C: 0.073 5.495 1.217
C: 0.000 3.102 -3.257
C: -0.008 1.796 -3.725
C: -0.036 1.514 -5.079
C: -0.057 2.549 -6.001
C: -0.046 3.862 -5.553
C: -0.017 4.135 -4.196
N: -1.168 1.532 1.684
N: -1.361 0.699 0.662
C: -2.536 0.105 0.786
C: -3.142 0.571 1.957
C: -2.254 1.495 2.487
C: -2.440 2.397 3.659
C: -2.968 -0.796 -0.279
C: -3.669 -1.966 -0.011
C: -4.005 -2.823 -1.046
C: -3.663 -2.513 -2.357
C: -2.983 -1.339 -2.636
C: -2.634 -0.480 -1.603
C: 3.060 -0.837 -0.339
C: 2.713 -0.495 -1.654
C: 3.056 -1.329 -2.708
C: 3.754 -2.501 -2.462
C: 4.112 -2.833 -1.162
C: 3.772 -2.006 -0.103
H: 3.272 3.256 3.261
H: 1.766 2.772 4.020
H: 3.268 1.878 4.353
H: 4.267 0.251 2.253
H: 0.079 3.169 2.600
H: 0.020 5.655 -1.740
H: 0.050 6.500 0.806
H: -0.789 5.362 1.870
H: 0.976 5.388 1.819
H: 0.007 0.968 -3.023
H: -0.039 0.488 -5.423
H: -0.083 2.334 -7.061
H: -0.058 4.678 -6.262
H: -0.008 5.162 -3.862
H: -4.104 0.292 2.350
H: -3.404 2.195 4.121
H: -1.658 2.273 4.407
H: -2.433 3.439 3.336
H: -3.922 -2.215 1.012
H: -4.533 -3.743 -0.831
H: -3.941 -3.179 -3.163
H: -2.735 -1.086 -3.659
H: -2.220 0.506 -1.841
H: 2.300 0.496 -1.865
H: 2.786 -1.058 -3.720
H: 4.028 -3.147 -3.284
H: 4.660 -3.748 -0.976
H: 4.042 -2.279 0.909
S: -0.400 -1.771 2.571
C: -0.491 -1.239 4.145
N: 0.132 -0.055 4.503
C: 0.124 0.420 5.766
C: -0.518 -0.270 6.743
C: -1.151 -1.472 6.345
N: -1.143 -1.925 5.121
H: 0.610 0.444 3.768
H: 0.657 1.343 5.948
H: -0.528 0.063 7.768
H: -1.686 -2.076 7.070
I: 0.010 -8.645 -2.659
C: 0.065 -6.580 -2.254
C: 0.003 -6.144 -0.938
C: 0.016 -4.785 -0.674
C: 0.086 -3.875 -1.725
C: 0.163 -4.325 -3.039
C: 0.154 -5.682 -3.308
C: 0.067 -2.425 -1.432
O: 0.008 -1.582 -2.374
O: 0.116 -2.026 -0.241
H: -0.061 -6.860 -0.130
H: -0.035 -4.419 0.344
H: 0.228 -3.603 -3.842
H: 0.209 -6.040 -4.326

Summary:
E_HOMO (alpha / beta) = -10.12 / -10.12 eV
<S²> = 0.771
LUMO (alpha / beta) = -4.42 / -4.49 eV
Total charge = +1
Multiplicity = 2

Record 6
The following is a quantum chemistry calculation of a 2-piece molecular cluster, C4H12N2O overall in a non-equilibrium geometry, from OMol25.

Geometry (Å):
C: -1.861 -1.180 1.131
C: -0.483 -0.605 0.821
C: -0.375 -0.251 -0.687
N: -1.303 0.467 -1.527
C: 0.667 -0.876 -1.197
N: 1.340 -0.633 -2.588
H: -2.088 -2.205 0.494
H: -2.541 -0.416 0.741
H: -2.114 -1.452 2.258
H: 0.196 -1.349 1.394
H: -0.354 0.409 1.333
H: -0.804 0.457 -2.471
H: -2.221 0.127 -1.669
H: 1.263 -1.569 -0.577
H: 1.234 0.383 -2.789
H: 0.731 -1.177 -3.214
O: 2.763 3.100 3.122
H: 2.517 3.000 2.169
H: 3.432 3.771 3.255

Summary:
E_HOMO = -8.51 eV
SMILES = CC/C(N)=C/N.O
LUMO = 0.74 eV
Total charge = 0